(1)
Density functional theory data (ωB97M-V/def2-TZVPD) for C2N4O2 as an isolated structure at a distorted geometry.

Structure (XYZ):
```
8
Properties=species:S:1:pos:R:3:forces:R:3:nbo_charge:R:1
C -0.0055 -0.6573 -0.0071 0.982 2.319 -0.156 -0.019
C -0.0023 0.8115 -0.0163 0.299 -0.610 0.326 0.671
N 2.1575 -0.2528 -0.0051 -3.023 -2.165 0.199 0.206
N 1.2740 -1.1111 0.0026 1.975 2.536 -0.186 -0.075
N -1.2565 -1.1067 -0.0085 -2.095 1.186 0.416 -0.096
N -2.1356 -0.2443 0.0305 2.370 -1.321 -0.435 0.185
O -1.2457 1.2473 -0.0202 2.301 -0.638 0.169 -0.424
O 1.2142 1.3134 0.0240 -2.809 -1.308 -0.333 -0.448
```
Forces are in eV/Å.

Strongest force on any atom   3.724 eV Å⁻¹
HOMO   -10.38 eV
Molecular weight   112.0 g mol⁻¹
Energy relative to the best compared isomer or geometry (same formula, charge and spin)   8.4 kcal/mol
E   -445.5582 a.u.
Lowest unoccupied orbital energy   -0.035 Ha
Gap between HOMO and LUMO   9.421 eV


(2)
Density functional theory data (ωB97M-V/def2-TZVPD) for C12H30LiO6 as an isolated structure at a distorted geometry.

Structure (XYZ):
```
49
Properties=species:S:1:pos:R:3:forces:R:3:nbo_charge:R:1
Li -0.0615 0.0645 0.0205 1.136 0.285 -0.168 0.801
C -1.0117 -1.0204 2.4674 -0.923 -0.513 -0.015 -0.257
O -0.1049 -0.2338 1.7451 0.974 1.447 2.085 -0.598
C 0.1990 1.0715 2.3153 -1.435 0.485 -0.779 -0.080
C 0.9088 2.0697 1.3503 0.641 -1.175 0.127 -0.088
O 0.4222 1.8928 -0.0005 0.468 -0.864 3.350 -0.568
C 0.7729 2.8101 -0.9256 0.211 2.273 -1.156 -0.244
H -1.8290 -0.4192 2.8658 0.288 -0.030 0.667 0.182
H -0.5515 -1.7039 3.1810 0.251 0.534 0.511 0.193
H -1.5106 -1.6948 1.7715 0.215 0.318 0.202 0.202
H 0.7077 1.0199 3.2779 0.180 -0.129 -0.094 0.207
H -0.7843 1.5204 2.4551 -0.059 0.102 0.570 0.176
H 1.9843 1.9106 1.4283 0.016 -0.233 -0.487 0.182
H 0.8524 3.0657 1.7895 -0.937 0.319 -0.321 0.206
H 1.8151 3.1246 -0.8698 0.151 0.255 0.240 0.174
H 0.0832 3.6409 -0.7772 0.386 0.756 -0.335 0.177
H 0.6438 2.4665 -1.9520 -0.172 -0.418 0.244 0.201
C 1.5239 -0.5519 -2.4591 0.396 -0.111 -0.291 -0.251
O 0.5224 0.1467 -1.7188 -0.399 -0.298 -2.784 -0.570
C -0.7618 0.0119 -2.2973 0.477 -0.942 -0.784 -0.092
C -1.7995 0.7268 -1.4798 -0.252 1.173 0.557 -0.099
O -1.6378 0.6179 -0.0581 -2.566 0.142 -0.605 -0.591
C -2.7768 1.0367 0.6801 0.173 0.163 -0.510 -0.245
H 2.5195 -0.2809 -2.1076 -0.355 0.032 0.170 0.207
H 1.5568 -0.3573 -3.5311 -0.617 0.497 -0.117 0.193
H 1.4131 -1.6336 -2.3827 -0.073 -0.039 0.160 0.170
H -0.9882 -1.0451 -2.4375 -0.077 -0.227 0.255 0.178
H -0.7491 0.3907 -3.3193 -0.246 0.505 -0.086 0.201
H -2.7878 0.3612 -1.7584 -0.117 0.208 -0.203 0.205
H -1.6672 1.7908 -1.6759 -0.553 0.188 -0.345 0.195
H -2.5728 0.9711 1.7488 -0.047 -0.344 -0.309 0.194
H -3.6130 0.4094 0.3712 -0.316 0.090 0.338 0.184
H -3.0132 2.0864 0.5059 -0.065 0.133 -0.330 0.191
C -1.9660 -2.3524 -0.2936 -0.475 0.349 -0.192 -0.286
O -0.7383 -1.6096 -0.1081 -1.249 -2.729 -0.511 -0.583
C 0.3913 -2.4382 -0.0382 1.163 0.016 -0.253 -0.095
C 1.5934 -1.7017 0.5340 1.832 1.713 1.420 -0.097
O 1.7307 -0.3133 0.0900 2.359 -1.023 0.520 -0.599
C 3.0409 0.2693 0.2049 0.097 -0.694 0.547 -0.270
H -2.2062 -2.5233 -1.3430 0.232 0.185 -0.166 0.197
H -2.7999 -1.8215 0.1655 0.201 0.583 -0.232 0.204
H -2.0695 -3.3264 0.1846 1.037 -0.169 0.241 0.208
H 0.6656 -2.7588 -1.0432 -0.209 -0.482 0.014 0.187
H 0.2169 -3.2911 0.6178 -0.016 -0.220 -0.104 0.206
H 2.5551 -2.1972 0.4011 -0.196 -0.520 -0.762 0.207
H 1.5823 -1.5382 1.6116 -0.541 -0.842 0.155 0.205
H 3.4176 0.2770 1.2277 -0.253 -0.195 0.426 0.185
H 3.0616 1.3184 -0.0901 -0.491 -0.284 -0.437 0.205
H 3.8201 -0.2593 -0.3441 -0.246 -0.270 -0.422 0.192
```
Forces are in eV/Å.

Strongest force on any atom   3.491 eV Å⁻¹
HOMO   -12.79 eV
Total charge   +1
Molecular weight   277.3 g mol⁻¹
Energy relative to the best compared isomer or geometry (same formula, charge and spin)   106.0 kcal/mol
E   -933.8143 a.u.
Lowest unoccupied orbital energy   -0.075 Ha
Gap between HOMO and LUMO   10.753 eV


(3)
Density functional theory data (ωB97M-V/def2-TZVPD) for C16H10BF4N3NiO2 as an isolated structure.

Structure (XYZ):
```
37
Properties=species:S:1:pos:R:3:forces:R:3:nbo_charge:R:1
Ni -0.0085 -1.0290 0.0630 0.016 -0.160 -0.230 1.107
O 1.1461 5.5414 -0.1064 0.016 -0.016 -0.020 -0.715
C 0.0074 5.0544 -0.0983 0.002 0.129 0.053 0.727
O -1.1285 5.5476 -0.1078 -0.018 -0.016 -0.020 -0.715
C 0.0031 3.5005 -0.0565 0.002 -0.177 -0.009 0.004
C -1.2028 2.8033 -0.0374 -0.062 0.013 -0.007 -0.217
C -1.1746 1.4264 0.0021 -0.120 -0.072 0.005 0.240
N -0.0039 0.7814 0.0223 0.000 0.069 0.120 -0.496
C 1.1700 1.4202 0.0036 0.121 -0.072 0.006 0.240
C 1.2054 2.7970 -0.0362 0.059 0.014 -0.007 -0.216
C 2.2955 0.4576 0.0330 -0.118 0.120 -0.015 0.161
C 3.6313 0.7905 0.0283 0.076 -0.033 -0.001 -0.210
C 4.5680 -0.2360 0.0639 -0.005 0.058 -0.005 -0.121
C 4.1431 -1.5512 0.1058 -0.046 -0.040 0.002 -0.241
C 2.7825 -1.8195 0.1070 0.059 0.037 0.022 0.092
N 1.8889 -0.8323 0.0681 0.010 0.000 0.026 -0.482
C -2.3049 0.4693 0.0285 0.117 0.124 -0.015 0.161
C -3.6393 0.8082 0.0214 -0.079 -0.035 -0.001 -0.210
C -4.5805 -0.2144 0.0525 0.009 0.061 -0.004 -0.121
C -4.1614 -1.5317 0.0917 0.048 -0.046 0.002 -0.241
C -2.8021 -1.8059 0.0955 -0.064 0.034 0.024 0.092
N -1.9045 -0.8223 0.0620 -0.008 -0.009 0.023 -0.482
H -2.1168 3.3833 -0.0548 0.020 0.029 -0.002 0.269
H 2.1224 3.3723 -0.0525 -0.020 0.029 -0.001 0.269
H 3.9305 1.8284 -0.0023 0.006 -0.003 0.002 0.246
H 5.6242 -0.0023 0.0606 -0.001 -0.001 0.002 0.236
H 4.8450 -2.3712 0.1391 0.001 -0.001 -0.003 0.243
H 2.3894 -2.8268 0.1494 -0.003 -0.015 -0.019 0.257
H -3.9338 1.8474 -0.0075 -0.006 -0.003 0.001 0.246
H -5.6356 0.0240 0.0475 0.001 -0.002 0.001 0.236
H -4.8671 -2.3487 0.1206 -0.002 0.001 -0.003 0.243
H -2.4122 -2.8151 0.1336 0.002 -0.011 -0.022 0.258
F -0.0201 -2.8775 -0.0644 -0.016 -0.036 0.084 -0.624
B 0.0284 -4.4581 -0.2019 -0.010 0.065 -0.017 1.383
F -1.1593 -4.8486 0.3525 -0.010 -0.012 0.014 -0.543
F 1.1435 -4.7957 0.5153 0.023 -0.013 0.019 -0.543
F 0.1310 -4.6671 -1.5414 0.000 -0.009 -0.004 -0.534
```
Forces are in eV/Å.

Strongest force on any atom   0.281 eV Å⁻¹
HOMO (spin up / spin down)   -8.52 / -8.52 eV
Molecular weight   421.8 g mol⁻¹
Energy relative to the best compared isomer or geometry (same formula, charge and spin)   2.2 kcal/mol
E   -2863.3826 a.u.
Lowest unoccupied orbital energy (spin up / spin down)   -0.070 / -0.070 Ha
Gap between HOMO and LUMO (spin up / spin down)   6.620 / 6.619 eV


(4)
Density functional theory data (ωB97M-V/def2-TZVPD) for C12H26MgO4S as an isolated structure at a distorted geometry.

Structure (XYZ):
```
44
Properties=species:S:1:pos:R:3:forces:R:3:nbo_charge:R:1
Mg 25.8814 11.7533 9.7660 0.414 -2.427 0.346 1.729
O 27.1526 10.4438 10.5545 -0.894 0.949 -0.975 -1.041
C 26.5281 9.2189 10.1742 -0.291 0.295 -0.033 -0.100
C 25.6528 9.3522 8.9001 -0.261 0.269 -0.123 -0.114
O 24.7409 10.4463 8.9457 0.789 0.954 0.215 -1.053
H 25.9256 8.8877 11.0277 -0.171 -0.210 -0.127 0.142
H 27.2582 8.4321 9.9503 0.244 0.125 0.148 0.151
H 25.0665 8.4595 8.6535 0.100 -0.243 0.540 0.167
H 26.3463 9.4392 8.0457 0.092 0.270 -0.007 0.122
C 19.6903 3.9950 14.2970 -0.367 -0.163 0.630 -0.614
C 20.7803 3.5185 13.3252 -0.973 -0.114 0.435 -0.393
C 21.9846 4.4294 13.2751 0.559 -0.519 0.073 -0.396
C 21.7580 5.8156 12.7413 -1.012 1.525 -0.397 -0.406
C 23.0424 6.6517 12.7414 -0.139 -0.130 -1.636 -0.386
C 22.9430 8.0854 12.1872 0.437 -0.317 0.895 -0.604
H 19.4803 5.0639 14.2730 0.050 0.009 -0.231 0.202
H 19.9489 3.7628 15.3370 0.438 0.184 -0.099 0.201
H 18.7315 3.4738 14.2162 0.086 0.012 -0.556 0.209
H 21.0344 2.5151 13.6719 0.389 -0.012 -0.173 0.203
H 20.3852 3.3833 12.3148 -0.119 0.153 0.002 0.195
H 22.7436 3.9320 12.6582 0.025 0.139 -0.028 0.202
H 22.4505 4.5090 14.2647 -0.159 0.001 0.066 0.195
H 21.3250 5.8562 11.7273 0.673 -0.671 -0.257 0.197
H 20.8995 6.3476 13.1845 0.500 -0.135 0.950 0.194
H 23.5861 6.6694 13.6840 -0.212 -0.155 0.203 0.198
H 23.6620 6.1204 12.0078 0.405 -0.060 0.347 0.189
H 22.5257 8.1742 11.1867 -0.313 -0.150 0.087 0.210
H 22.4204 8.7033 12.9194 -0.212 0.229 -0.313 0.195
H 23.9664 8.4601 12.1191 -0.065 0.191 -0.002 0.208
C 28.8580 8.5334 5.8153 0.729 -1.238 0.563 -0.408
C 29.3515 9.1562 4.4690 0.368 0.030 1.309 -0.415
C 30.6343 8.4494 4.0048 -0.060 -0.250 0.174 -0.664
S 31.1874 7.3313 5.3448 -1.622 -1.620 -1.491 2.164
O 31.9924 8.0162 6.2941 0.679 0.753 0.667 -0.935
O 31.6321 6.0735 4.7612 -0.016 0.920 0.458 -0.941
C 29.4984 7.1335 5.9569 -0.032 0.034 -1.368 -0.664
H 27.7961 8.3269 5.9255 -0.182 0.710 -0.231 0.228
H 29.2250 9.1625 6.6242 -0.332 0.019 0.167 0.218
H 29.6253 10.1644 4.7733 -0.320 0.281 -0.648 0.220
H 28.5921 9.1374 3.6957 -0.027 0.154 -0.039 0.221
H 31.4525 9.1285 3.7784 0.016 -0.017 -0.008 0.248
H 30.4093 7.8338 3.1369 0.332 -0.205 0.060 0.242
H 29.3951 6.5277 6.8522 0.298 0.539 0.415 0.259
H 29.0409 6.5226 5.1693 0.158 -0.107 -0.006 0.223
```
Forces are in eV/Å.

Strongest force on any atom   2.735 eV Å⁻¹
HOMO   -8.70 eV
Molecular weight   290.7 g mol⁻¹
E   -1371.9969 a.u.
Lowest unoccupied orbital energy   -0.073 Ha
Gap between HOMO and LUMO   6.716 eV